Molecular formula: C3H2BrO2S
Method: DFT, ωB97M-V with the def2-TZVPD basis set

**Charge**: -1
**LUMO energy**: 3.73 eV
**Energy above the lowest of the compared OMol25 structures with the same formula, charge and spin**: 48.1 kJ/mol
**Largest force on an atom**: 0.0627 Eh/bohr
**Gap between HOMO and LUMO**: 8.424 eV

Each atom is followed by the atoms it is bonded to, with distances in Å.
Cartesian coordinates (Å):
1 C 1.6234 -0.0041 0.7244  C2 1.402, C3 1.352, H8 1.036
2 C 1.7225 0.9096 1.7833  C1 1.402, C3 1.437
3 C 1.0619 1.2127 0.5438  C1 1.352, C2 1.437, H9 1.174
4 O -2.7145 -1.2729 -1.9701  S6 1.472
5 O -0.4286 -1.3201 -1.1317  S6 1.470
6 S -1.8550 -1.3584 -0.7779  O4 1.472, O5 1.470, Br7 2.410
7 Br -2.0365 0.6694 0.5115  S6 2.410
8 H 2.1699 -0.8269 0.4117  C1 1.036
9 H 0.4569 1.9907 -0.0952  C3 1.174